The following is a DFT calculation (ωB97M-V/def2-TZVPD) of a cluster of 13 separate species, C15H56N22O15 in total.

Each line ends with the Mulliken charge.
Positions of all 108 atoms, in Å:
O -6.920 5.234 -0.730  -0.656
H -9.098 2.968 -0.970  0.161
C -6.113 1.006 3.947  -0.543
H -1.924 -5.291 6.888  0.322
O -4.058 0.017 3.701  -0.440
N 0.762 -0.555 0.341  -0.378
O -1.411 3.667 -4.847  -0.690
H 0.155 -1.362 0.334  0.134
C -1.859 -4.494 6.147  -0.327
N 4.742 5.139 -0.625  -0.377
H -7.203 -1.050 -5.702  0.193
H -0.845 3.090 -7.351  0.208
C -7.379 4.146 -1.052  0.659
N 0.878 3.796 -4.827  -0.372
N -8.675 3.876 -0.838  -0.404
C -4.851 0.989 3.044  -0.245
H 4.476 2.323 6.016  0.162
H 3.336 -5.395 0.481  0.190
H -1.391 1.141 -1.015  0.235
C 0.189 0.569 0.021  0.749
N 6.915 5.325 -0.457  -0.463
H -5.251 0.633 2.095  0.254
N -1.698 -5.911 -2.758  -0.410
C -1.781 8.080 -1.062  0.650
O -0.961 8.338 -1.927  -0.698
H 0.854 3.261 -7.054  0.151
H 6.494 0.015 1.222  0.121
H 6.297 -6.009 1.869  0.123
O 3.843 -7.682 1.229  -0.598
N 4.445 -1.933 -4.219  -0.405
H -0.761 -5.538 0.089  0.210
O -5.902 1.943 4.977  -0.527
H 4.714 -1.129 -4.767  0.219
N -0.091 3.256 -6.699  -0.373
H -5.230 1.602 5.572  0.321
H 4.121 0.824 6.858  0.222
H 1.756 -0.570 0.519  0.195
N -5.868 -2.339 -4.346  -0.353
C -0.562 -4.717 5.328  -0.410
N 4.244 -5.517 0.905  -0.358
O 2.389 -1.178 -3.995  -0.689
H 6.307 -7.695 1.873  0.204
H 2.237 2.005 3.509  0.184
O 0.790 1.606 0.029  -0.689
H 6.980 6.123 -1.072  0.226
H -2.119 6.264 -1.702  0.230
C -1.510 -5.206 -1.624  0.734
C -0.281 3.541 -5.407  0.697
H -4.496 2.016 2.959  0.299
O -1.827 -3.208 6.764  -0.490
H 3.579 -3.967 -3.395  0.179
H -7.335 -2.301 -6.943  0.213
O 2.630 -0.004 5.224  -0.647
N -1.015 0.376 -0.472  -0.396
H 7.747 4.754 -0.418  0.253
N -7.002 -1.978 -6.047  -0.443
H 0.895 4.091 -3.862  0.209
H -2.786 -4.599 5.582  0.250
O -0.647 -4.024 4.084  -0.474
H -0.238 -3.159 4.163  0.304
H -1.704 -2.655 5.989  0.289
H 2.018 -3.160 -3.011  0.203
H -6.920 1.454 3.368  0.315
H -0.595 -5.775 5.069  0.267
N 3.960 1.458 6.089  -0.367
N 6.718 -0.828 1.731  -0.325
N 5.770 -6.855 1.708  -0.332
C 7.622 -1.436 1.079  0.670
O -1.936 -4.120 -1.354  -0.641
H 6.791 -0.921 2.734  0.217
H 4.007 4.698 -0.090  0.232
H 4.746 6.142 -0.744  0.194
H 1.775 3.552 -5.223  0.174
H 3.615 2.735 4.085  0.159
H -2.931 8.810 0.407  0.163
C 5.877 4.517 -0.449  0.565
N -2.154 9.015 -0.205  -0.398
C -6.010 -2.711 -5.545  0.660
H -1.727 9.928 -0.265  0.217
H -6.442 0.027 4.295  0.299
H -3.217 0.024 3.237  0.259
H 8.861 -1.114 -0.439  0.224
H -1.275 -0.569 -0.714  0.155
N 7.968 -0.879 -0.031  -0.348
N 2.938 2.001 4.235  -0.360
N -2.318 6.942 -0.981  -0.341
N 2.964 -3.166 -3.364  -0.390
H 4.882 -4.792 1.203  0.140
H -1.321 -6.836 -2.915  0.152
C 4.579 -6.785 1.255  0.628
H -0.351 -6.783 -1.091  0.160
O -5.487 -3.726 -6.037  -0.666
O 5.905 3.331 -0.242  -0.633
H -2.384 -5.551 -3.405  0.210
H -5.765 3.165 -1.889  0.220
C 3.218 -2.065 -3.934  0.685
H 7.456 -0.041 -0.270  0.146
H -6.555 -1.706 -3.963  0.176
H -7.110 2.222 -1.700  0.153
C 3.235 1.041 5.147  0.649
N -0.745 -5.882 -0.861  -0.408
H -5.238 -2.912 -3.803  0.219
O 8.131 -2.429 1.561  -0.700
H -3.146 6.825 -0.414  0.177
N -6.699 3.124 -1.506  -0.346
H 5.150 -2.523 -3.801  0.184
H 0.378 -4.600 5.868  0.267
H -9.217 4.610 -0.404  0.217

Forces on the atoms, in the same order (eV/Å):
0.413 0.024 -0.544
0.136 0.357 0.020
0.351 1.762 -1.114
0.189 0.291 0.497
1.099 0.622 -0.661
1.273 -3.299 1.469
2.602 -0.494 -1.252
0.980 -0.337 0.222
1.183 -0.053 0.516
-3.388 1.448 -0.367
0.017 -0.330 -0.495
0.125 0.037 0.481
-0.448 2.227 1.628
2.199 0.633 2.342
-2.084 -0.172 0.258
-2.953 -1.344 1.091
-0.119 -0.291 0.363
0.346 0.452 0.417
-0.086 -0.279 0.107
1.310 0.755 -1.111
4.003 0.748 -0.139
0.624 -0.128 -0.529
-1.481 0.342 -2.582
2.922 3.824 -2.255
1.336 0.294 -0.885
-0.475 -0.044 -0.143
-0.892 0.564 1.591
0.074 -0.265 -0.195
-4.003 -4.720 -0.960
6.421 1.431 -2.551
0.611 -0.446 0.063
-0.241 0.017 0.891
0.177 -0.196 0.350
-0.133 -0.740 -2.073
0.116 -0.088 0.075
0.196 0.250 -0.208
-0.457 -0.236 0.136
2.408 1.093 6.164
-1.831 -1.169 -0.479
-0.340 0.936 -0.550
-1.097 1.153 -0.962
-0.789 -0.028 -0.018
0.099 -0.970 0.336
0.649 2.621 0.384
-0.218 -0.102 0.175
-0.101 0.210 0.162
-0.995 -0.306 -2.812
-3.793 0.772 0.905
0.497 -0.196 0.147
-0.127 -0.479 -0.204
-0.579 0.086 0.139
-0.098 0.661 0.028
-0.458 -1.734 -0.507
-3.433 0.309 -0.935
0.383 0.442 -0.136
-1.843 0.509 -3.365
-0.184 -0.207 -0.204
0.252 -0.005 -0.661
0.371 0.235 0.159
0.160 0.069 0.030
-0.102 0.696 0.189
0.185 -0.910 0.147
-0.219 -0.148 -0.075
0.132 -0.173 -0.237
4.736 1.846 4.646
-4.274 3.200 1.856
6.450 0.162 2.211
2.801 -4.000 1.577
-1.256 1.970 0.115
-0.553 0.322 -0.252
-0.442 0.316 -0.564
-0.341 -0.233 0.366
-0.406 0.006 0.038
-0.159 -0.050 0.120
0.305 0.619 0.096
-0.793 -0.859 0.001
-1.168 1.342 2.121
-0.496 -3.470 -3.212
-0.314 -0.365 0.017
0.369 -0.154 -0.024
0.380 -0.335 0.174
-0.471 0.086 -0.133
-0.229 0.434 -0.257
1.094 1.619 -4.079
0.543 1.824 -1.890
-3.148 -5.549 0.910
-2.392 -5.299 2.733
-0.767 0.352 -0.552
-0.300 0.391 0.127
-0.949 3.197 -0.375
-0.247 0.325 0.363
-0.385 1.476 -0.101
0.821 -1.874 0.680
0.303 -0.206 -0.097
-0.154 0.728 0.403
-2.618 3.434 0.538
0.804 -0.025 -0.627
0.635 -0.484 0.521
-0.321 0.417 0.154
-4.875 -0.922 -2.948
3.398 -1.973 4.863
-0.196 0.518 0.479
1.361 -1.726 0.033
0.161 -0.406 -0.203
2.383 -3.257 -1.810
-0.102 0.298 -0.378
-0.197 0.623 0.179
0.139 -0.297 -0.092

* HOMO level: -9.172 eV
* frontier orbital gap: 0.3355 Ha
* LUMO: -0.04 eV